1.
DFT (ωB97M-V with the def2-TZVPD basis set) results for 7 unconnected molecules or ions with the total composition C17H39N4O12P3.

ORCA input file:
```
! wB97M-V def2-TZVPD RIJCOSX def2/J DEFGRID3
* xyz 0 1
C -6.18365 -0.01290 2.99150
O -5.09131 0.82176 2.64034
P -5.21510 1.98279 1.53480
O -6.45046 2.78353 1.44266
O -3.85857 2.87444 1.79311
C -3.35218 3.93580 1.02634
O -4.80971 1.17362 0.18003
C -3.79469 0.12409 0.30043
H -6.28770 -0.15199 4.06757
H -6.11532 -0.97735 2.48826
H -7.09167 0.51836 2.70625
H -3.40481 4.79824 1.69081
H -3.89915 4.16153 0.11093
H -2.30794 3.71652 0.80360
H -4.22247 -0.75382 0.78455
H -2.98969 0.52784 0.91447
H -3.43017 -0.05319 -0.71140
C 1.41524 -3.49121 1.55086
O 2.15819 -4.51925 0.87857
P 3.48119 -4.10346 0.00699
O 3.21120 -3.23225 -1.13011
O 4.11788 -5.53648 -0.30337
C 4.46907 -6.40097 0.85726
O 4.45587 -3.49074 1.19550
C 5.55717 -2.57661 0.94242
H 0.35551 -3.52869 1.29852
H 1.73394 -2.45203 1.46947
H 1.61162 -3.82939 2.56830
H 3.79757 -7.23552 1.05906
H 4.48211 -5.78444 1.75605
H 5.47843 -6.80707 0.79117
H 5.49543 -2.21190 -0.08290
H 6.51259 -3.08584 1.06876
H 5.60740 -1.68379 1.56568
C 0.30142 2.30705 1.05424
O 0.44689 3.52103 0.38146
P 0.93731 3.61200 -1.14355
O 2.34995 3.26430 -1.39034
O 0.40570 5.03635 -1.66471
C 1.33428 6.17165 -1.69548
O -0.09581 2.56064 -1.85248
C -1.49364 2.81847 -1.88662
H -0.75723 2.04973 1.08787
H 0.48381 2.26879 2.12819
H 0.79424 1.43754 0.61930
H 0.98105 6.92417 -0.99048
H 1.22008 6.70336 -2.64012
H 2.39412 5.94778 -1.57407
H -1.91018 2.79338 -2.89357
H -1.79400 3.70407 -1.32663
H -1.96826 1.98907 -1.36227
C 4.11283 0.15721 -0.71730
C 3.53035 0.45297 0.58492
N 3.06807 0.71205 1.57866
H 4.10525 0.96649 -1.44744
H 3.63918 -0.74214 -1.11093
H 5.13292 -0.18011 -0.53364
C -0.45734 0.07391 4.08920
C -0.49834 -0.49350 2.73328
N -0.57283 -0.90476 1.61359
H 0.29539 0.85935 4.15682
H -0.39074 -0.64591 4.90501
H -1.37102 0.66353 4.16431
C -1.51780 -2.25148 -5.98169
C -2.94772 -2.17124 -5.77916
N -4.09338 -2.07562 -5.60810
H -1.07912 -1.76460 -5.11071
H -1.19686 -1.66629 -6.84345
H -1.30502 -3.31426 -6.09721
C 0.89423 -1.08125 -1.42828
C -0.46040 -0.94527 -1.99305
N -1.54418 -0.83140 -2.41564
H 1.23258 -0.15852 -0.95693
H 1.63024 -1.36684 -2.17983
H 0.72817 -1.90129 -0.72966
*
```

Computed properties:
Gap between HOMO and LUMO ... 10.9 eV
HOMO ... -10.411 eV
SMILES string ... COP(=O)(OC)OC.COP(=O)(OC)OC.COP(=O)(OC)OC.CC#N.CC#N.CC#N.CC#N

2.
DFT (ωB97M-V with the def2-TZVPD basis set) results for 3 unconnected molecules or ions with the total composition C17H39NO3.

ORCA input file:
```
! wB97M-V def2-TZVPD RIJCOSX def2/J DEFGRID3
* xyz 0 1
C 3.93250 1.09309 -0.19930
C 3.95546 1.90831 -1.48475
O 2.70413 2.43761 -1.87702
C 2.19756 3.45493 -1.04523
C 0.73455 3.17792 -0.78645
N 0.56847 2.04733 0.13424
C 0.44156 0.77720 -0.44756
O 0.82054 -0.24228 0.11489
O -0.13853 0.74536 -1.66452
H 3.65830 0.05940 -0.37661
H 3.24791 1.49925 0.53810
H 4.92947 1.10438 0.23763
H 4.25754 1.25802 -2.30171
H 4.70721 2.69815 -1.42661
H 2.26768 4.42359 -1.54892
H 2.75411 3.53568 -0.11417
H 0.24282 4.06368 -0.39359
H 0.28434 2.98199 -1.75789
H -0.19015 2.20499 0.77999
H -0.07011 -0.17429 -1.93835
C -0.58591 -5.48037 -3.39567
C -0.24163 -4.01708 -3.13419
C 1.07038 -3.57506 -3.78169
C 2.31395 -4.31798 -3.29016
C 2.54765 -4.24566 -1.78146
C 2.74147 -2.82261 -1.26796
H 0.17050 -6.15164 -2.98729
H -1.53892 -5.74383 -2.93531
H -0.66618 -5.67470 -4.46708
H -0.20875 -3.83615 -2.05631
H -1.04842 -3.38904 -3.52190
H 1.20143 -2.50097 -3.62016
H 0.99299 -3.70574 -4.86550
H 3.18739 -3.90471 -3.80410
H 2.25864 -5.36742 -3.59198
H 3.43198 -4.84029 -1.53853
H 1.71390 -4.71261 -1.25017
H 3.59556 -2.34715 -1.75678
H 2.92282 -2.81586 -0.19298
H 1.86202 -2.20462 -1.44619
C -5.10734 3.60936 4.31860
C -4.22193 2.46221 4.79736
C -2.75266 2.62415 4.41059
C -2.48831 2.66624 2.90520
C -2.98584 1.44458 2.13223
C -2.32873 0.13577 2.56014
H -5.11090 3.69055 3.23074
H -6.13981 3.46268 4.63772
H -4.76288 4.56175 4.72652
H -4.61008 1.51528 4.41315
H -4.28648 2.39457 5.88598
H -2.17543 1.81201 4.85990
H -2.36848 3.54676 4.85638
H -1.40760 2.77028 2.75099
H -2.93972 3.56590 2.47767
H -2.78974 1.60118 1.06675
H -4.07101 1.35567 2.22710
H -1.24523 0.18007 2.42619
H -2.70457 -0.69100 1.95629
H -2.52950 -0.10886 3.60373
*
```

Computed properties:
Gap between HOMO and LUMO ... 10.3 eV
HOMO ... -9.648 eV
SMILES string ... CCOCCNC(=O)O.CCCCCC.CCCCCC

3.
DFT (ωB97M-V with the def2-TZVPD basis set) results for a molecular structure, C17H39OP3SSn.

ORCA input file:
```
! wB97M-V def2-TZVPD RIJCOSX def2/J DEFGRID3
* xyz 4 1
Sn 0.09457 0.38202 -2.19904
P -1.55244 2.51045 -1.52461
P -1.91942 -1.48679 0.27995
P 1.97978 2.04289 -1.35786
H -0.23897 -4.82298 -2.39471
C 0.70655 -4.53466 -2.87572
C 1.79087 -4.32089 -2.11248
H 1.71987 -4.48155 -1.03039
C -2.94085 2.69783 -2.69048
C -2.41268 2.34725 0.08774
C -0.87724 4.20620 -1.43240
C -0.97450 -2.94240 -0.16229
C -1.70485 -1.14805 2.02627
C -3.63640 -1.67504 -0.15888
C 3.50672 1.05408 -1.41958
C 2.02175 2.82873 0.28621
C 2.30766 3.41932 -2.51766
H 0.70323 -4.42352 -3.96475
H 2.77308 -4.04239 -2.51754
H -3.50428 3.61022 -2.44377
H -3.60710 1.82620 -2.62454
H -2.55346 2.77186 -3.71653
H -2.91010 3.29880 0.32883
H -1.69446 2.11341 0.88678
H -3.16968 1.55085 0.04408
H -1.72322 4.90818 -1.38622
H -0.27265 4.43188 -2.32091
H -0.25476 4.33543 -0.53576
H -1.64574 -3.81452 -0.21886
H -0.19740 -3.14413 0.59019
H -0.48700 -2.81846 -1.13723
H -2.39919 -1.77978 2.59898
H -1.91962 -0.08862 2.22908
H -0.67075 -1.37909 2.32256
H -4.16546 -2.23373 0.62451
H -3.71151 -2.21341 -1.11216
H -4.09425 -0.68442 -0.27359
H 4.17530 1.45637 -2.19015
H 3.29696 0.00397 -1.65737
H 4.01018 1.11542 -0.44569
H 2.30246 3.88754 0.19340
H 2.77247 2.31948 0.90563
H 1.04881 2.76907 0.79280
H 3.25670 3.23733 -3.03657
H 2.38186 4.36451 -1.96007
H 1.51764 3.51127 -3.27304
C 1.11346 -0.56056 -5.44648
C 0.39341 -0.26207 -6.62918
C 0.28044 -1.22059 -7.63099
C 0.83276 -2.49628 -7.44893
C 1.47847 -2.82181 -6.24740
C 1.59379 -1.86974 -5.23770
S 1.50169 0.70526 -4.33571
H -1.43978 -0.31682 -0.40045
H -0.04588 0.72878 -6.73564
H -0.22774 -0.98128 -8.56552
H 0.74842 -3.24433 -8.23930
H 1.90123 -3.81756 -6.10266
H 2.06562 -2.10672 -4.28383
O 1.36327 -0.53027 0.46485
H 1.42572 -0.04944 1.31163
H 2.11515 -1.15230 0.48852
*
```

Computed properties:
Gap between HOMO and LUMO (spin up / spin down) ... 4.2 / 4.7 eV
HOMO (spin up / spin down) ... -20.006 / -20.033 eV

The following energy above the lowest of the compared OMol25 structures with the same formula, charge and spin values (in kJ/mol) correspond, in order, to the records above: 147.4; 0.0; 114.1.
The following total energy values (in eV) correspond, in order, to the records above: -76662.72349; -25894.56666; -64799.52350.